25
Properties=species:S:1:pos:R:3:lowdin_charge:R:1 method="wB97M-V/def2-TZVPD" gap_ev=10.10 total_charge=-1 largest_force_ev_per_a=0.71 de_lowest_kj_mol=45.46
Cl -0.177 -0.245 0.070 0.084
O -2.974 0.206 2.027 -0.095
H -2.183 -0.050 1.524 -0.065
H -2.631 0.709 2.772 0.018
O -1.606 2.781 -1.236 -0.078
H -1.180 2.206 -0.584 -0.029
H -2.077 3.434 -0.708 0.026
O 2.618 1.369 -0.611 -0.098
H 1.828 0.814 -0.437 -0.091
H 2.268 2.128 -1.089 0.036
O 2.806 -1.401 0.947 -0.099
H 2.038 -1.001 0.490 -0.090
H 2.715 -2.342 0.772 0.027
O 2.285 -1.302 -2.219 -0.095
H 1.569 -1.093 -1.597 -0.056
H 2.959 -0.644 -2.010 0.019
O 0.769 2.133 2.578 -0.084
H 0.377 1.395 2.085 -0.040
H 0.748 1.848 3.497 0.023
O -2.759 -0.220 -2.118 -0.099
H -2.123 -0.134 -1.385 -0.076
H -3.504 -0.692 -1.733 0.022
O -0.817 -3.503 -0.092 -0.106
H -0.169 -3.859 -0.708 0.021
H -0.778 -2.539 -0.235 -0.075

6
Properties=species:S:1:pos:R:3:lowdin_charge:R:1 method="wB97M-V/def2-TZVPD" gap_ev="6.42 / 4.88" total_charge=-1 largest_force_ev_per_a=2.02 de_lowest_kj_mol=27.56 spin_multiplicity=3
N -0.882 -1.350 -0.509 0.068
N -0.996 0.966 0.986 0.000
O 0.046 1.191 1.381 -0.021
Cl 4.168 1.457 0.144 -0.983
H -1.917 -1.232 -0.669 -0.017
H -0.420 -1.031 -1.333 -0.047